(1)
DFT (wB97M-V/def2-TZVPD) results for a gas-phase ion, HO2S2 (charge -1).

XYZ file:
```
5
Properties=species:S:1:pos:R:3
O 0.22 1.46 0.68
S 0.09 0.11 0.16
O 0.71 -0.94 0.93
S -1.91 -0.76 -0.71
H 0.89 0.13 -1.06
```

Results
Net charge: -1
Structure (SMILES): O=[SH](=O)[S-]
Electronic energy (Eh): -947.46942
HOMO-LUMO gap (eV): 7.65

Löwdin charges in e: atom 1 (O): -0.501, atom 2 (S): 0.234, atom 3 (O): -0.531, atom 4 (S): -0.221, atom 5 (H): 0.019

***

(2)
DFT (wB97M-V/def2-TZVPD) results for 2 unconnected molecules or ions with the total composition C4H12N4.

XYZ file:
```
20
Properties=species:S:1:pos:R:3
C -0.07 -0.75 -0.06
C 1.91 -0.09 0.08
C -1.44 1.17 -0.85
C -1.07 0.21 0.35
N -0.20 -1.92 -0.38
N 2.01 1.11 0.57
N 2.95 -0.76 -0.19
N -2.42 -0.47 0.64
H -1.73 0.55 -1.68
H -2.19 1.98 -0.73
H -0.49 1.78 -1.33
H -0.77 0.69 1.29
H 0.12 -2.83 -0.67
H 1.42 1.86 0.42
H 2.97 1.46 0.58
H 3.04 -1.82 -0.30
H 3.89 -0.37 0.10
H -2.48 -0.40 1.70
H -2.21 -1.32 0.30
H -3.23 -0.08 0.19
```

Results
Net charge: +2
Electronic energy (Eh): -377.90735
HOMO-LUMO gap (eV): 10.43

Here are the Löwdin charges for atoms 1 to 8, given in e: atom 1 (C): -0.128, atom 2 (C): -0.216, atom 3 (C): -0.016, atom 4 (C): -0.280, atom 5 (N): 0.250, atom 6 (N): 0.189, atom 7 (N): 0.186, atom 8 (N): 0.272

***

(3)
DFT (wB97M-V/def2-TZVPD) results for 2 unconnected molecules or ions with the total composition C13H9N3O7.

XYZ file:
```
32
Properties=species:S:1:pos:R:3
O 2.93 -1.95 3.55
C 2.64 -1.64 2.25
N 2.23 -1.19 0.99
C 1.11 -0.19 1.29
C 1.54 1.39 1.42
C 0.36 2.52 1.79
N 0.66 3.99 1.97
C 1.35 4.06 3.17
O 1.90 4.01 4.42
C -1.16 1.94 2.00
C -1.58 0.37 1.84
C -0.45 -0.77 1.50
C -3.20 0.29 2.09
O -4.14 -0.55 1.61
N -3.40 1.51 3.01
C -2.58 2.66 2.39
O -2.98 3.93 2.24
H 2.66 1.71 1.24
H -0.75 -1.90 1.41
H -2.71 1.23 3.77
C -1.83 -1.35 -3.64
O -0.65 -1.62 -4.40
C 0.46 -1.79 -3.65
O 0.53 -1.72 -2.43
O 1.50 -2.03 -4.49
C 2.75 -2.23 -3.84
H -2.66 -1.23 -4.34
H -2.06 -2.18 -2.97
H -1.72 -0.41 -3.08
H 2.71 -3.10 -3.18
H 3.04 -1.34 -3.28
H 3.51 -2.42 -4.61
```

Results
Net charge: 0
Structure (SMILES): O=C=Nc1cc(N=C=O)c2c(c1)C(=O)NC2=O.COC(=O)OC
Electronic energy (Eh): -1191.18091
HOMO-LUMO gap (eV): 7.80

Here are the Löwdin charges for atoms 1 to 8, given in e: atom 1 (O): 0.014, atom 2 (C): -0.023, atom 3 (N): 0.056, atom 4 (C): -0.172, atom 5 (C): 0.077, atom 6 (C): -0.130, atom 7 (N): 0.083, atom 8 (C): -0.020

***

(4)
DFT (wB97M-V/def2-TZVPD) results for a single C3H3NO2S molecule.

XYZ file:
```
10
Properties=species:S:1:pos:R:3
N -0.56 -1.68 -0.51
C -0.62 -0.53 0.24
O -1.53 -0.22 0.94
C 0.64 0.34 0.23
S 2.14 -0.27 0.24
C 0.37 1.81 0.14
O -0.57 2.26 -0.43
H -1.34 -2.31 -0.49
H 0.35 -1.90 -0.92
H 1.12 2.50 0.56
```

Results
Net charge: 0
Structure (SMILES): NC(=O)C(=S)C=O
Electronic energy (Eh): -719.51585
HOMO-LUMO gap (eV): 7.74

Here are the Löwdin charges for atoms 1 to 8, given in e: atom 1 (N): 0.156, atom 2 (C): -0.589, atom 3 (O): 0.106, atom 4 (C): -0.623, atom 5 (S): 0.834, atom 6 (C): -0.295, atom 7 (O): 0.105, atom 8 (H): 0.113

***

(5)
DFT (wB97M-V/def2-TZVPD) results for a single C5H10 molecule.

XYZ file:
```
15
Properties=species:S:1:pos:R:3
C -2.00 -0.26 -0.01
C -0.64 -0.79 0.11
C 0.49 -0.06 0.09
C 0.38 1.44 0.07
C 1.84 -0.72 0.00
H -2.77 -1.17 -0.51
H -2.39 -0.04 1.11
H -2.10 0.81 -0.65
H -0.50 -1.85 0.02
H 1.33 1.90 0.06
H -0.16 1.59 -0.93
H -0.32 1.78 0.79
H 2.64 0.04 -0.24
H 2.20 -1.32 0.95
H 2.01 -1.36 -0.85
```

Results
Net charge: 0
Structure (SMILES): CC=C(C)C
Electronic energy (Eh): -196.42828
HOMO-LUMO gap (eV): 9.62

Here are the Löwdin charges for atoms 1 to 8, given in e: atom 1 (C): -0.162, atom 2 (C): -0.224, atom 3 (C): -0.368, atom 4 (C): -0.066, atom 5 (C): -0.088, atom 6 (H): 0.134, atom 7 (H): 0.105, atom 8 (H): 0.112

***

(6)
DFT (wB97M-V/def2-TZVPD) results for 2 unconnected molecules or ions with the total composition C5H12NO.

XYZ file:
```
19
Properties=species:S:1:pos:R:3
C -2.69 0.85 -0.56
C -1.46 0.93 -0.05
C 1.37 1.18 0.83
C 1.82 -0.63 -0.87
C -0.35 0.22 -0.56
N 0.87 0.29 -0.14
O -0.91 -1.90 0.69
H -3.54 1.36 -0.23
H -2.84 0.57 -1.71
H -1.46 1.46 0.89
H 1.15 0.83 1.78
H 2.40 1.22 0.76
H 1.12 2.25 0.73
H 1.21 -1.34 -1.49
H 2.57 -0.06 -1.49
H 2.35 -1.16 -0.15
H -0.42 -0.36 -1.39
H -0.85 -1.49 1.47
H -1.56 -2.67 0.79
```

Results
Net charge: +1
Electronic energy (Eh): -327.38706
HOMO-LUMO gap (eV): 9.79

Here are the Löwdin charges for atoms 1 to 8, given in e: atom 1 (C): 0.113, atom 2 (C): -0.124, atom 3 (C): -0.010, atom 4 (C): 0.043, atom 5 (C): -0.074, atom 6 (N): -0.126, atom 7 (O): -0.004, atom 8 (H): 0.064

***

(7)
DFT (wB97M-V/def2-TZVPD) results for a single C4H9P molecule.

XYZ file:
```
14
Properties=species:S:1:pos:R:3
C 0.26 -2.05 -0.55
C 0.35 -0.52 -0.33
C 1.15 0.38 0.64
P -0.58 0.23 1.23
C -1.33 1.70 0.28
H 0.25 -2.47 0.42
H 1.20 -2.26 -1.07
H -0.56 -2.37 -1.12
H 0.05 0.01 -1.16
H 2.09 0.00 1.10
H 1.53 1.36 0.19
H -2.36 1.57 0.16
H -0.86 1.79 -0.62
H -1.19 2.62 0.82
```

Results
Net charge: 0
Structure (SMILES): C[C@@H]1CP1C
Electronic energy (Eh): -499.09170
HOMO-LUMO gap (eV): 10.06

Here are the Löwdin charges for atoms 1 to 8, given in e: atom 1 (C): -0.111, atom 2 (C): -0.460, atom 3 (C): -0.404, atom 4 (P): 0.919, atom 5 (C): -0.307, atom 6 (H): 0.042, atom 7 (H): 0.075, atom 8 (H): 0.049

***

(8)
DFT (wB97M-V/def2-TZVPD) results for a gas-phase ion, C6H11N2O2 (charge +1).

XYZ file:
```
21
Properties=species:S:1:pos:R:3
C -0.18 -3.03 -1.45
O -0.31 -1.65 -1.01
C 0.46 -1.17 -0.10
O 1.31 -1.57 0.65
C 0.11 0.66 0.12
C 0.72 1.13 -1.16
C 0.88 1.07 1.35
N -0.16 1.33 2.37
C -1.33 1.22 1.76
N -1.27 0.79 0.52
H 0.45 -3.68 -0.88
H 0.11 -3.27 -2.42
H -1.09 -3.47 -1.08
H 0.77 2.16 -1.16
H 0.14 1.03 -2.05
H 1.71 0.79 -1.33
H 1.57 0.42 1.92
H 1.52 2.11 1.24
H -0.04 1.07 3.33
H -2.24 1.42 2.29
H -1.91 1.10 -0.21
```

Results
Net charge: +1
Structure (SMILES): COC(=O)[C@]1(C)CNC=[NH+]1
Electronic energy (Eh): -494.90419
HOMO-LUMO gap (eV): 9.21

Here are the Löwdin charges for atoms 1 to 8, given in e: atom 1 (C): 0.014, atom 2 (O): 0.023, atom 3 (C): -0.391, atom 4 (O): 0.131, atom 5 (C): -0.309, atom 6 (C): -0.015, atom 7 (C): -0.086, atom 8 (N): 0.105

***

(9)
DFT (wB97M-V/def2-TZVPD) results for a molecular structure, C35H39FN5O2Os.

XYZ file:
```
83
Properties=species:S:1:pos:R:3
Os 0.95 0.78 0.58
C 5.37 0.73 0.89
C 5.76 1.04 -0.40
C 4.78 1.23 -1.36
C 3.44 1.14 -1.00
N 3.06 0.88 0.27
C 4.02 0.66 1.18
C 2.34 1.22 -1.96
C 2.48 1.48 -3.31
C 1.36 1.44 -4.13
C 0.12 1.12 -3.58
C 0.03 0.89 -2.23
N 1.12 0.97 -1.43
H 6.09 0.55 1.67
H 6.81 1.11 -0.67
H 5.05 1.44 -2.39
H 3.69 0.42 2.17
H 3.45 1.71 -3.73
H 1.46 1.65 -5.19
H -0.76 1.05 -4.20
H -0.90 0.63 -1.75
F 0.39 -1.72 5.80
C 0.55 -0.76 4.92
C -0.53 -0.34 4.17
C -0.34 0.69 3.25
C 0.94 1.24 3.03
C 1.16 2.27 2.00
C 2.00 0.82 3.87
C 1.82 -0.16 4.81
H -1.50 -0.77 4.35
H -1.19 1.08 2.71
H 2.12 2.77 2.03
H 0.32 2.95 1.84
H 2.95 1.34 3.83
H 2.61 -0.47 5.49
C 0.85 -4.09 -1.03
C 1.53 -3.32 0.10
C 1.27 -4.00 1.44
C 3.02 -3.18 -0.17
N 0.92 -1.95 0.05
N 1.35 -1.13 1.15
H 1.23 -5.11 -1.05
H 1.04 -3.63 -2.00
H -0.22 -4.15 -0.87
H 1.67 -5.01 1.43
H 0.19 -4.08 1.64
H 1.75 -3.48 2.28
H 3.46 -4.17 -0.33
H 3.58 -2.74 0.66
H 3.20 -2.59 -1.07
H -0.09 -2.00 0.12
H 2.35 -1.29 1.25
H 0.91 -1.38 2.04
C -5.28 1.71 -2.58
O -4.61 0.97 -1.55
C -3.75 0.00 -1.92
C -3.31 -0.21 -3.23
C -2.48 -1.29 -3.52
C -2.07 -2.17 -2.52
C -2.49 -1.96 -1.22
C -3.30 -0.87 -0.92
N -3.84 -0.76 0.41
C -3.91 0.30 1.16
C -3.23 1.54 0.94
C -4.01 2.69 1.15
C -3.55 3.94 0.77
C -2.28 4.04 0.21
C -1.47 2.92 0.08
C -1.90 1.65 0.48
O -1.10 0.58 0.54
H -6.01 2.32 -2.07
H -5.78 1.04 -3.28
H -4.57 2.36 -3.11
H -3.66 0.43 -4.02
H -2.18 -1.46 -4.54
H -1.47 -3.03 -2.77
H -2.23 -2.66 -0.43
H -4.37 -1.56 0.72
H -4.59 0.21 1.99
H -5.01 2.59 1.56
H -4.17 4.82 0.91
H -1.91 5.00 -0.10
H -0.47 3.06 -0.32
```

Results
Net charge: +3
Electronic energy (Eh): -1970.98463
HOMO-LUMO gap (eV): 6.54

Here are the Löwdin charges for atoms 1 to 8, given in e: atom 1 (Os): 1.495, atom 2 (C): 0.010, atom 3 (C): 0.019, atom 4 (C): 0.046, atom 5 (C): -0.178, atom 6 (N): -0.044, atom 7 (C): -0.097, atom 8 (C): -0.167

***

Which formula does entry 8 have?
C6H11N2O2

***

Look up the electronic energy of the fourth one.
-719.51585 Eh

***

Number 6 is which compound?
C5H12NO

***

Among the records above, which one has the lowest net charge?
HO2S2